# 1
110
Properties=species:S:1:pos:R:3:forces:R:3:lowdin_spin:R:1 method="wB97M-V/def2-TZVPD" charge=+3 spin_multiplicity=3 e_tot_ev=-180965.4595 orbital_gap_ev="6.469 / 6.774" e_homo_ev="-16.187 / -16.323"
H -2.520565 -3.983415 0.450834 0.03 -0.02 -0.01 0.000
C -2.016777 -4.687424 3.702999 0.03 0.05 -0.02 -0.002
H 4.616547 -0.093233 -2.318224 0.11 -0.04 0.03 0.000
C 3.623406 -4.921067 0.484035 0.01 0.00 -0.02 0.000
H 4.765810 1.657422 -2.128759 0.06 0.05 0.07 0.000
C -2.809503 0.198707 1.482097 -0.05 0.01 0.23 0.001
N 2.422825 -0.309924 -0.530307 -0.34 0.40 0.25 0.004
C 3.689192 -3.814636 -1.644922 -0.02 0.02 -0.04 0.000
N -2.285553 0.186094 0.087049 0.41 -0.04 -0.07 -0.005
O 2.745662 1.553410 3.464802 -0.19 0.10 0.04 0.004
F 5.739935 -6.455221 -0.899506 0.01 0.05 0.00 0.000
H -4.036613 1.093921 -0.676746 0.01 -0.08 0.03 0.000
C -1.839893 -5.695286 -3.049939 -0.03 0.01 -0.03 0.000
C -2.069238 -4.345536 -3.221352 0.01 0.06 0.02 0.000
H -2.682445 -3.997670 -4.041975 0.00 -0.02 0.02 0.000
C -0.030475 -3.746396 2.739749 0.00 -0.09 0.04 -0.001
H 1.950616 -2.742528 -2.205797 0.01 0.00 0.03 0.000
F -3.794365 -4.338658 5.166939 0.06 -0.08 0.02 0.000
F 2.330572 4.541642 1.226159 -0.08 0.00 0.06 0.000
H -2.349302 -1.937508 -0.096463 0.00 0.02 0.04 0.001
C -1.996299 -4.032587 1.395944 -0.04 -0.07 -0.03 -0.001
P 0.082023 -2.781686 0.026490 0.05 -0.86 0.04 -0.009
C -2.794378 -5.197216 4.897268 -0.03 0.01 0.04 0.000
C 0.148854 -0.791902 -2.793593 0.09 0.09 0.21 0.021
Br -0.257856 2.836711 -0.207486 0.14 -0.17 -0.26 0.011
H -1.711533 -2.386710 -2.503241 0.05 -0.14 -0.05 0.000
C -1.894996 -0.549113 2.407946 -0.15 -0.03 -0.02 0.007
H 5.414377 -1.022739 1.054349 0.05 0.05 0.00 0.000
F 6.480754 -4.695841 0.130031 -0.03 -0.05 -0.10 0.000
H 0.296430 -1.742716 -2.314781 -0.01 -0.08 -0.01 0.003
H 2.385655 0.958982 -2.211490 -0.04 -0.02 -0.02 0.000
F 2.640230 4.434832 3.370189 0.06 -0.03 -0.01 0.000
N 5.206383 0.513603 -0.392806 -0.18 0.06 0.11 0.000
C -0.340553 2.820794 -4.854930 -0.01 0.03 -0.02 0.004
H -0.873634 -7.203737 -1.865498 0.00 0.03 0.02 0.000
O 1.565475 1.418428 1.348883 -0.37 -0.27 -0.09 0.040
H -0.327150 2.804310 -5.938089 -0.02 0.00 0.03 0.000
C -0.338953 2.822979 -2.130025 -0.05 0.06 0.27 0.000
C 2.433790 -3.281699 -1.398240 -0.05 -0.08 -0.10 -0.001
H -3.808699 -0.238390 1.508107 -0.06 0.02 -0.10 0.000
C -0.476075 4.003613 -4.185997 0.01 0.00 -0.10 -0.003
W 0.101087 0.182713 0.138050 1.01 0.80 0.30 1.840
H -0.575515 4.938932 -4.720950 -0.01 -0.04 0.01 0.000
H 2.803001 1.763690 -0.698520 -0.06 0.05 0.07 0.001
H -2.814370 2.245122 -0.157922 0.01 -0.05 0.06 0.000
C -0.472886 4.010565 -2.778961 -0.05 0.14 0.12 0.005
F -3.165780 -6.122774 -4.952453 0.06 -0.07 0.08 0.000
H 5.032405 -1.576588 -0.581954 0.07 0.07 -0.06 0.000
F 0.709928 3.946464 2.527393 -0.07 -0.08 0.05 0.000
C -0.034866 0.382272 -4.871626 0.00 -0.07 -0.01 0.010
H 3.052249 -1.799396 0.814250 0.00 -0.02 0.03 0.001
C 1.776108 -3.509889 -0.185146 -0.13 0.03 0.06 0.000
H -0.053138 0.402417 -5.955504 0.02 0.01 0.04 0.001
C 4.430467 0.742862 -1.644852 -0.32 0.08 -0.16 0.001
C 0.424816 -0.736287 3.099302 0.02 0.18 0.13 0.020
H -1.305208 2.121208 2.778045 -0.01 -0.02 -0.04 0.000
C -0.716434 1.350783 3.268917 -0.04 0.23 -0.09 0.002
H -3.847581 -1.113452 -0.518629 -0.03 0.05 0.05 0.001
H -2.904738 1.232324 1.806729 -0.02 0.05 -0.07 0.000
C -0.693671 -4.301518 3.825546 0.03 0.00 0.02 0.000
N -0.579010 0.131089 2.429870 -0.17 -0.37 -0.31 0.006
H 4.184925 -3.636051 -2.591237 -0.03 -0.01 0.02 0.000
H 3.227471 -0.173705 1.429847 -0.10 0.13 0.20 0.000
H 1.282241 -0.145225 3.395574 0.07 0.10 -0.01 0.000
H 4.068870 -5.602969 1.199209 -0.01 0.06 0.01 0.000
H -0.573405 4.942595 -2.235187 0.02 -0.04 -0.03 0.000
H -2.335137 -0.567639 3.407751 0.08 -0.04 0.08 0.000
C 2.031158 3.895743 2.345895 -0.02 -0.05 -0.14 0.000
C 4.298892 -4.606691 -0.684438 0.01 0.01 0.03 -0.001
H -1.768764 -1.582155 2.092492 0.04 0.00 -0.01 0.002
C 2.370074 -4.375323 0.731231 0.05 0.00 0.10 -0.001
H 0.107582 -5.609403 -0.303018 0.02 0.01 0.02 0.000
H 2.383971 -1.080165 -1.189338 -0.21 -0.11 -0.17 0.002
F -3.331615 -6.390823 4.645781 0.02 0.04 0.02 0.000
C -1.511281 -3.430766 -2.333146 -0.03 -0.07 -0.02 0.000
O 3.821843 2.303642 1.388008 0.08 -0.30 -0.17 0.002
H -3.690568 -4.904910 2.377302 0.03 0.02 -0.01 0.000
C -0.719224 -3.860580 -1.275928 -0.08 0.41 -0.09 -0.005
H 6.212351 0.591541 -0.541312 0.07 -0.08 -0.06 0.000
C 2.952060 0.866036 -1.289131 0.26 -0.11 0.07 0.005
S 2.615328 2.131417 2.167401 0.32 -0.15 -0.24 0.004
C -2.963392 1.291164 -0.649051 -0.14 0.10 -0.18 0.003
C -2.665372 -4.569666 2.481231 -0.02 0.03 0.03 0.000
C -2.758916 -1.055532 -0.574168 -0.09 0.03 -0.08 0.007
H 0.289281 -1.722274 -4.735010 -0.02 0.04 0.02 0.000
H 4.926424 1.236199 0.294055 0.08 0.19 0.11 0.000
H 0.256000 1.751135 3.502423 0.14 0.03 0.00 0.000
H -1.198514 1.083500 4.211577 -0.03 -0.04 -0.02 0.000
F -1.489357 -7.445301 -4.566455 -0.07 0.03 0.03 0.000
C -0.670197 -3.593423 1.509291 0.07 0.10 -0.10 0.000
C 4.821401 -0.813309 0.166001 -0.25 -0.23 0.14 -0.001
H -2.593771 1.343281 -1.670581 -0.01 -0.05 0.03 0.000
C -0.203311 1.566730 -2.736724 -0.05 -0.03 -0.02 0.001
C -1.049767 -6.143003 -1.996833 0.01 -0.01 -0.01 -0.001
H -0.003320 -1.191169 3.995366 -0.06 -0.05 -0.04 0.003
H 0.752281 -1.517569 2.423017 -0.01 0.01 -0.01 0.008
H -2.474673 -1.023533 -1.619286 0.02 0.09 0.07 0.001
C -0.040797 0.332600 -2.007803 -0.11 0.00 0.18 0.002
H 0.995866 -3.443495 2.890347 -0.03 0.01 -0.01 0.000
C -0.493985 -5.233821 -1.119559 0.04 -0.03 0.03 -0.002
F -2.021810 -5.290241 5.981333 -0.07 -0.02 -0.07 0.000
C 0.150979 -0.791014 -4.197797 0.01 0.01 -0.16 0.003
F 6.233644 -4.665194 -2.025057 -0.02 -0.07 0.09 0.000
H -0.177455 -4.432113 4.767962 -0.02 0.03 -0.02 0.000
C 3.341468 -0.785904 0.553822 0.15 0.06 -0.27 0.003
C -2.449870 -6.712859 -3.989629 -0.03 -0.05 -0.03 0.000
H 1.865154 -4.663206 1.639527 0.02 -0.01 -0.05 0.000
C -0.200992 1.594553 -4.159459 0.01 -0.03 0.03 -0.001
C 5.704955 -5.127820 -0.883642 0.07 0.06 -0.01 0.000
F -3.254097 -7.541030 -3.311512 0.06 0.05 -0.08 0.000

# 2
149
Properties=species:S:1:pos:R:3:forces:R:3:mulliken_charge:R:1 method="wB97M-V/def2-TZVPD" e_tot_ev=-129567.0969 smiles="CCOCCc1cc(-c2cccnc2)c(OCCNC[C@@H](C)O)c2c1C(=O)c1ccccc1C2=O.O=C1C=C(O)C(=O)C=C1O.O=C1C=C(O)C(=O)C=C1O.O=C1C=C(O)C(=O)C=C1O.O=C1C=C(O)C(=O)C=C1O.O=C1C=C(O)C(=O)C=C1O.O=C1C=C(O)C(=O)C=C1O" orbital_gap_ev=6.652 e_homo_ev=-8.600
C 12.617590 -3.685544 0.958109 -0.59 0.72 -0.45 0.908
C -10.326194 -6.823703 2.958807 -0.41 -1.82 0.17 0.224
C -4.683305 2.431610 0.724497 -0.87 2.38 2.37 0.236
H -0.816935 -1.228978 -2.967309 0.44 1.23 1.96 0.387
C -4.026801 1.017005 0.142055 0.81 -2.50 -0.98 0.122
O 3.249929 4.099781 1.013116 0.85 0.29 0.17 -0.580
O 10.145825 0.226273 2.184694 -1.84 -0.67 -0.88 -0.573
N -6.188988 4.788537 0.206762 2.50 -3.10 4.04 -0.502
H -11.987929 -6.782950 4.271577 0.05 0.03 -0.03 0.419
C 6.026956 -0.119006 1.253201 -1.68 -0.54 -0.67 0.111
H 1.714430 0.875951 -1.610267 -0.36 -0.26 2.36 0.326
H -3.835012 -8.655176 -2.168914 -0.37 2.78 1.08 0.247
H -6.316969 1.139430 -1.490435 -1.13 -2.51 0.32 -0.387
O 12.252006 -7.751964 1.118585 -0.15 0.91 -0.21 -0.609
O -6.461372 -3.253034 0.882723 6.67 0.55 -4.47 -0.619
C 11.791760 5.471938 7.745606 1.69 0.50 0.71 0.407
O 7.669684 5.108272 6.835392 1.48 0.72 1.24 -0.427
C -11.264319 -4.758886 3.858399 -0.83 -0.15 0.65 0.738
O -8.363559 3.997730 -8.748802 1.80 -0.79 -0.35 -0.567
C 7.932939 1.003938 2.494121 -0.49 0.16 0.05 -1.078
O 4.669684 -0.198223 1.000750 1.76 0.71 0.85 -0.563
H -0.144794 1.958801 0.453839 2.73 0.30 -0.27 0.093
O -10.302554 -2.593911 3.204329 -0.56 -1.93 0.34 -0.542
O 0.845265 -0.365814 0.019450 1.10 -0.26 -2.59 -0.403
H -2.091933 -6.439440 -2.575255 -2.23 0.50 1.51 0.316
C 8.328488 -0.867010 0.942947 -0.01 -0.86 -0.73 0.835
H 5.914988 4.724146 5.717569 -0.19 -0.21 -0.09 0.342
C -7.260802 3.636194 -9.500693 -1.69 0.68 0.54 0.368
C 0.562973 -1.286857 -1.113560 -0.69 0.18 0.24 -0.233
C -3.068458 -6.282867 -1.939133 -3.57 0.18 2.05 -0.561
H 1.192952 3.029186 -0.443004 -0.37 -1.69 1.64 0.223
H -6.330907 -0.771059 -1.976649 -0.75 1.91 1.65 0.100
C 11.328488 4.439485 6.777590 0.05 -0.83 -0.70 0.862
O 12.736157 -2.465424 0.941949 0.18 -0.74 0.23 -0.629
C -4.982537 2.525186 -9.600586 -0.21 0.03 0.36 -0.894
C -2.087431 -0.589777 -1.180470 -1.68 0.56 1.11 0.093
C -7.198674 3.906423 -10.806005 0.19 -0.02 -0.32 -0.855
H 13.554235 4.825616 7.473978 -0.16 0.29 0.21 0.351
H -6.840279 0.053805 -7.021406 1.06 -0.05 2.22 0.148
C 6.885984 -0.955328 0.667300 0.37 -0.10 -0.05 -0.973
C -6.147325 2.936865 -8.801593 0.60 -0.45 0.72 0.874
C 12.388862 -6.533999 1.073952 0.49 -0.92 0.40 0.849
O 8.682056 7.003526 8.543167 0.34 -0.72 -0.52 -0.624
O 14.690956 -3.866143 2.265187 -1.68 -0.15 -1.02 -0.565
O 9.143454 -1.610947 0.408720 -0.37 0.64 0.55 -0.542
O -3.831659 2.406008 -11.663996 -1.79 0.84 0.37 -0.566
C -6.371655 0.008253 -5.938392 0.08 0.23 -0.30 -0.901
C 1.025820 2.123733 0.293618 0.15 -0.18 -0.75 -0.490
H 7.261837 5.819415 7.376168 0.25 -0.21 -0.12 0.310
C -4.085916 -7.585986 -1.701145 -1.05 2.73 1.48 -0.370
C -5.314346 4.226309 2.699571 0.10 -1.12 -1.65 -0.301
O -6.224832 2.719141 -7.597599 -0.22 0.37 -0.85 -0.552
C -9.302320 -6.037869 2.216999 0.64 0.55 -0.46 1.080
C -2.590474 0.897154 -0.638893 -2.85 -3.28 0.93 -0.643
C 4.086511 4.249524 3.220055 -0.14 0.14 -0.45 -0.662
C 9.885984 4.351167 6.501942 0.28 -0.10 -0.04 -0.862
C 9.026956 5.187489 7.087844 -1.55 -0.60 -0.76 0.052
C -6.923205 0.112667 -1.435830 0.16 0.19 -0.52 0.530
N -8.154037 0.351373 -2.335714 1.86 -0.72 0.31 -0.410
H -3.974483 2.131905 3.127068 -1.27 1.52 -1.67 0.332
H 7.485985 5.402118 1.554897 -0.06 0.00 0.03 0.435
H -7.988062 -1.214700 0.162655 1.88 1.85 0.03 0.092
C -4.897292 -4.747741 -0.466198 1.33 -1.07 -1.07 0.416
C -5.334433 -3.250068 0.134566 -4.12 -0.93 2.86 0.099
H -8.167563 3.694273 -7.835688 -0.08 0.14 -0.36 0.331
C -5.518802 3.510277 -0.164242 0.59 -0.37 1.60 0.024
C 6.420483 5.005184 3.425413 1.03 0.29 -0.04 0.774
C -4.902565 -0.366773 0.386296 1.37 -0.64 -0.94 -0.084
H -7.999792 4.416090 -11.326360 0.06 -0.03 0.03 0.409
C -7.619127 0.789266 -3.682700 -0.90 0.23 -1.42 -0.474
O -10.298646 -8.199939 2.826847 0.61 1.80 -0.33 -0.589
C 13.629985 -4.518489 1.664432 1.60 0.37 0.95 0.422
H 10.554235 -0.480879 1.639336 -0.03 0.24 0.18 0.279
O 12.143454 3.695548 6.243363 -0.37 0.67 0.55 -0.612
O -7.144881 -1.720065 -4.293584 0.96 1.37 0.35 -0.543
H 10.781533 -3.758797 -0.231300 0.01 0.01 0.06 0.472
H 2.771308 0.612508 -0.067218 -2.11 0.24 -0.81 -0.124
O 7.351523 5.292565 4.170218 -0.85 -0.28 -0.66 -0.546
C 4.191021 4.354817 1.756296 -0.87 -0.33 0.36 0.974
H -8.065797 0.639858 0.491991 1.77 -1.75 -0.84 0.303
H -5.302059 4.580372 3.834981 -0.01 -0.85 -2.72 0.257
C 5.495310 4.782939 1.179084 0.68 0.24 -1.66 0.260
C -11.239275 -6.223874 3.725052 -0.12 0.28 0.12 -0.831
H -0.383807 0.508302 -2.347043 -0.43 -2.15 1.02 0.396
H -6.148912 -1.704423 -4.083441 -2.31 0.19 -0.56 0.286
C -3.482900 -4.798601 -1.293674 -2.21 -2.97 0.42 0.309
H -8.376151 1.603114 -4.110233 1.67 -1.63 0.76 0.184
H -6.562965 1.304076 -3.650143 -2.05 -1.09 0.38 0.178
H 0.256868 -2.327164 -0.626419 0.43 2.42 -1.26 0.214
C -10.257294 -3.971586 3.094400 0.33 1.86 -0.16 0.239
H 1.482703 -1.466667 -1.817820 -1.55 0.45 1.44 0.234
C -6.125467 5.164536 1.647555 2.54 -4.22 -0.69 -0.181
H 11.256246 7.067059 9.032546 -0.03 -0.04 -0.05 0.411
O 13.145825 5.532768 8.019337 -1.66 -0.68 -0.86 -0.562
H 4.712294 4.588334 -0.537554 0.35 0.12 0.15 0.335
C 10.932939 6.310433 8.328763 -0.36 0.11 0.03 -0.909
H 14.544568 -2.911525 2.087556 0.06 -0.39 0.08 0.347
H -11.049514 -2.405204 3.813196 0.31 -0.07 -0.24 0.345
H -8.540802 -0.512841 -5.408829 1.79 -0.05 1.55 0.345
H -8.590441 -0.596991 -2.431068 0.48 1.17 -0.21 0.338
H -5.488173 -0.790377 -5.962252 -2.07 1.54 0.14 0.273
C 11.391619 -5.703741 0.344355 -1.55 -0.37 -0.98 0.411
H -1.924231 1.873136 -0.805301 -1.67 -2.53 0.31 0.470
C -7.539952 -0.398493 -4.812943 1.76 0.54 -1.32 0.327
H 3.138506 3.920066 3.625619 0.06 0.01 -0.02 0.449
H -9.547830 -8.389076 2.222691 -0.32 0.08 0.27 0.339
C 11.500455 -4.374749 0.293575 0.19 0.36 0.08 -0.925
O -8.464408 -6.618594 1.535221 -0.70 -0.06 0.50 -0.645
H 8.256246 1.760564 3.197903 -0.01 -0.03 -0.05 0.627
C 1.668260 0.765824 -0.434606 0.06 1.13 0.91 0.099
C 13.519079 -5.847229 1.718031 -0.18 -0.30 -0.08 -0.870
C -7.328827 -0.221954 0.118703 -2.21 0.65 -1.07 -0.537
H -4.024930 2.714817 -12.576019 0.08 -0.12 0.37 0.349
H -5.863526 1.045710 -5.706932 -1.20 -2.02 -0.52 0.234
H 10.488802 -7.312397 -0.097522 -0.06 0.39 -0.07 0.351
C 9.493525 6.237473 8.034406 -0.07 0.87 0.70 0.955
C -2.493459 -3.465479 -1.496277 3.50 -1.79 -2.44 0.751
O -1.338944 -3.722635 -2.156847 -6.75 2.07 3.99 -0.650
C -2.963191 -1.994379 -0.944361 -1.30 2.77 1.09 0.083
C 5.125286 4.550701 4.001645 -0.72 -0.27 1.77 0.339
C -5.482347 -7.511772 -0.820941 2.66 4.26 -0.54 -0.429
O 5.594269 4.855321 -0.198265 -0.88 -0.35 1.66 -0.607
C -5.889142 -6.041254 -0.195680 3.34 -0.32 -2.11 -0.345
O -12.080895 -4.180204 4.566455 0.69 -0.18 -0.59 -0.616
C -4.419403 -1.875176 -0.130293 1.82 2.14 -0.60 0.398
H -6.652583 6.137017 2.053651 1.19 -2.23 -1.21 0.297
H -4.188351 2.001963 -9.083629 -0.04 0.03 -0.02 0.432
C -0.632241 -0.585156 -1.994394 -1.42 -1.25 -0.17 -0.828
H -8.602889 -4.011921 1.772009 0.06 -0.01 0.03 0.610
H -6.862489 -5.860609 0.448824 2.31 -0.50 -1.56 0.492
C -4.922144 2.792440 -10.906561 1.69 -0.75 -0.56 0.424
H 9.560835 3.584726 5.810145 0.02 0.07 0.03 0.543
H 1.569683 2.377634 1.311948 -1.33 -0.65 -2.21 0.071
C 6.493525 0.930978 2.199764 0.17 0.72 0.65 1.281
O 5.682056 1.697031 2.708524 0.30 -0.61 -0.48 -0.517
O -5.930797 3.763516 -12.797208 0.22 -0.34 0.88 -0.608
O -6.203098 -0.229787 1.067624 2.68 -0.37 -2.92 -0.395
H -5.613649 3.216452 -1.319787 0.18 0.93 2.85 0.183
C 8.791760 0.165443 1.910964 1.90 0.49 0.73 0.284
H 6.560835 -1.721769 -0.024497 0.02 0.04 0.04 0.479
O 5.034809 4.451337 5.377922 0.83 0.41 -1.82 -0.591
O 10.345747 -6.358119 -0.280254 1.67 0.16 1.08 -0.561
C 6.532911 5.087404 1.961009 0.11 0.01 0.28 -0.816
H 4.261837 0.512920 1.541525 0.13 -0.30 -0.16 0.319
C -4.537965 2.800706 2.350449 -3.03 3.36 -4.27 -0.334
H 14.246466 -6.464669 2.229886 -0.06 0.04 -0.03 0.409
C -9.342109 -4.571814 2.330932 0.20 -0.39 -0.22 -0.823
C -6.023208 3.516002 -11.599562 -0.61 0.49 -0.84 0.856
H -6.168229 -8.459881 -0.640901 1.69 2.30 -0.48 0.307